Record 1
DFT (the ωB97M-V functional and the def2-TZVPD basis) results for a structure of composition C2H2HgLiO2 at a distorted geometry.

Properties
Kohn-Sham gap (alpha / beta): 6.199 / 5.459 eV
max |F|: 3.93 eV/A
⟨S²⟩: 0.767
multiplicity: 2
LUMO level (alpha / beta): -0.98 / -1.36 eV
ΔE to the lowest compared entry with this formula, charge and spin: 174.5 kJ/mol

```
8
Properties=species:S:1:pos:R:3:mulliken_charge:R:1
O -0.92 0.12 1.36 -0.44
C 0.04 -0.70 1.15 -0.15
C 0.61 -0.46 -0.26 -0.06
O 0.01 0.61 -0.94 -0.91
Li -1.75 0.16 -0.98 0.82
Hg -0.26 2.08 0.58 0.23
H 0.57 -1.47 -0.74 0.27
H 1.71 -0.33 -0.17 0.25
```

---

Record 2
DFT (the ωB97M-V functional and the def2-TZVPD basis) results for the ion C14H18N5O4 with charge -1 at a distorted geometry.

Properties
Kohn-Sham gap: 5.766 eV
max |F|: 4.36 eV/A
SMILES string: C/C(=N\N=C(\[O-])Nc1ccccc1)[C@H](C[N+](=O)[O-])C(=O)N(C)C
total charge: -1
LUMO level: 2.65 eV

```
41
Properties=species:S:1:pos:R:3:mulliken_charge:R:1
C 3.76 -1.12 -0.73 -1.44
C 2.33 -0.89 -0.43 0.24
N 1.57 -0.12 -1.14 0.86
N 1.86 0.55 -2.19 -1.50
C 0.84 1.55 -2.35 0.39
O 0.92 2.22 -3.38 -0.72
N -0.11 1.71 -1.37 0.11
C -1.05 2.74 -1.32 0.20
C -1.78 2.92 -0.13 -0.37
C -2.69 3.98 -0.04 -0.53
C -2.87 4.85 -1.12 -0.36
C -2.16 4.64 -2.31 -0.64
C -1.26 3.59 -2.39 -0.27
C 1.54 -1.89 0.41 0.23
C 0.32 -2.32 -0.65 -0.43
N -0.67 -3.27 -0.15 1.00
O -0.28 -4.44 -0.08 -0.64
O -1.80 -2.88 0.20 -0.57
C 0.41 -1.33 1.26 0.35
O -0.18 -0.29 0.94 -0.81
N -0.06 -2.10 2.28 0.26
C -1.07 -1.52 3.11 -1.10
C 0.62 -3.23 2.91 -1.04
H 3.99 -2.16 -0.49 0.36
H 3.88 -0.89 -1.79 0.36
H 4.45 -0.51 -0.13 0.21
H -0.07 1.04 -0.61 0.21
H -1.65 2.27 0.72 0.47
H -3.28 4.14 0.87 0.33
H -3.58 5.69 -1.05 0.31
H -2.32 5.31 -3.16 0.35
H -0.68 3.43 -3.29 0.53
H 2.20 -2.58 1.00 0.25
H -0.31 -1.52 -1.23 0.22
H 0.88 -2.87 -1.51 0.27
H -1.36 -0.53 2.74 0.29
H -1.94 -2.19 3.11 0.29
H -0.73 -1.45 4.17 0.33
H 1.32 -3.73 2.22 0.34
H 1.20 -2.89 3.80 0.34
H -0.17 -3.91 3.27 0.33
```

---

Record 3
DFT (the ωB97M-V functional and the def2-TZVPD basis) results for a structure of composition C19H30F3N7O12SV at a distorted geometry.

Properties
Kohn-Sham gap (alpha / beta): 6.647 / 7.421 eV
max |F|: 7.48 eV/A
⟨S²⟩: 2.019
total charge: -1
multiplicity: 3
LUMO level (alpha / beta): 1.27 / 2.02 eV

```
73
Properties=species:S:1:pos:R:3:mulliken_charge:R:1
V 1.33 -1.53 1.14 0.75
N 0.97 -2.25 4.36 0.76
O 2.09 -2.38 4.82 -0.59
O 0.75 -2.33 3.14 -0.48
O 0.37 -1.47 4.99 -0.58
N 4.07 -1.76 1.06 1.26
O 5.23 -1.56 1.28 -0.67
O 3.40 -1.20 0.18 -0.59
O 3.31 -2.43 1.74 -0.54
N -0.35 0.32 0.31 1.46
O -1.07 1.24 -0.11 -0.68
O 0.79 0.08 -0.13 -0.49
O -0.51 -0.45 1.23 -0.63
C 2.12 2.60 3.29 0.55
F 0.81 2.64 3.42 -0.17
F 2.47 3.11 2.11 -0.20
F 2.73 3.32 4.30 -0.24
S 2.82 0.82 3.37 1.16
O 4.25 0.93 2.97 -0.71
O 2.59 0.34 4.79 -0.67
O 2.10 -0.07 2.38 -0.34
N -1.12 6.41 2.31 0.05
C -0.56 5.22 2.03 -0.91
C -1.42 4.28 1.69 0.35
C -2.65 4.86 1.82 -0.83
C -2.46 6.18 2.22 -0.53
H -0.67 7.30 2.48 0.19
H 0.52 5.15 2.02 0.42
H -1.28 3.31 1.23 0.53
H -3.63 4.43 1.66 0.38
H -3.16 7.01 2.26 0.35
N -4.13 -0.87 -2.22 -0.04
C -3.71 -2.03 -2.80 -0.99
C -2.41 -1.79 -3.24 -0.14
C -2.15 -0.44 -3.12 -0.30
C -3.10 0.03 -2.23 -0.57
H -5.10 -0.70 -1.99 0.23
H -4.35 -2.89 -2.86 0.41
H -1.77 -2.54 -3.68 0.51
H -1.22 0.01 -3.40 0.46
H -3.35 1.02 -1.89 0.47
N -0.89 3.25 -2.42 0.28
C 0.19 4.05 -2.19 -0.41
C 0.40 5.00 -3.19 -0.62
C -0.55 4.69 -4.13 -0.38
C -1.37 3.63 -3.65 -0.67
H -1.31 2.66 -1.72 0.25
H 0.72 4.02 -1.25 0.48
H 1.19 5.72 -3.34 0.40
H -0.55 5.24 -5.06 0.36
H -2.19 3.10 -4.10 0.39
C -1.74 -3.59 1.06 -1.13
C -0.26 -4.17 0.82 -0.91
N 0.76 -3.30 0.05 1.28
C 2.00 -4.15 -0.18 -0.88
C 1.83 -5.50 -0.94 -1.53
C 0.23 -2.82 -1.28 -0.30
C 1.25 -2.37 -2.31 -1.76
H -2.19 -3.17 0.16 0.20
H -1.67 -2.79 1.80 0.26
H -2.49 -4.25 1.50 0.45
H 0.11 -4.49 1.79 0.48
H -0.41 -5.06 0.22 0.57
H 2.69 -3.61 -0.84 0.47
H 2.53 -4.45 0.72 0.59
H 1.67 -6.35 -0.29 0.35
H 1.10 -5.42 -1.75 0.28
H 2.73 -5.76 -1.50 0.42
H -0.42 -1.96 -1.09 0.08
H -0.46 -3.53 -1.75 0.47
H 2.03 -1.69 -1.98 0.33
H 0.79 -1.74 -3.07 0.34
H 1.72 -3.10 -2.97 0.44
```